No. 1
32
Properties=species:S:1:pos:R:3:forces:R:3 method="wB97M-V/def2-TZVPD" homo_lumo_gap_ev="4.7 / 8.6" homo_energy_ev="-8.09 / -12.97" largest_force_ev_per_a=5.056 molar_mass_g_mol=170.280 total_energy_ha=-518.78471 multiplicity=3 charge=+1
N -1.042 0.073 1.853 0.9 1.1 2.2
N 3.165 -0.044 0.161 1.6 1.2 0.7
N -2.094 1.688 0.811 1.9 -4.0 2.3
C -1.183 -0.472 0.662 -1.1 0.2 0.6
C 3.038 0.577 1.411 -2.5 3.0 -0.4
C -1.517 1.337 2.000 -0.7 -0.8 -3.5
C 2.714 -1.134 -1.978 1.5 1.1 3.7
C -1.203 1.035 -1.365 0.3 0.4 -0.2
C -3.370 0.048 -0.482 -0.5 -0.4 -1.7
C 2.272 -0.357 -0.755 -1.8 -0.6 -1.6
C -1.957 0.563 -0.098 -1.1 -0.1 -2.5
C -0.925 -1.860 0.272 3.8 0.9 0.2
H -1.210 1.992 2.727 0.3 1.2 1.9
H -4.098 0.853 -0.907 1.6 -1.3 0.6
H -0.291 1.572 -1.014 -0.4 -0.5 -0.5
H 3.921 1.082 1.770 0.5 -0.2 -0.1
H -1.336 -1.851 -0.667 -0.7 -1.0 -2.6
H 1.247 -0.151 -0.549 -0.5 0.2 0.1
H -3.836 -0.366 0.391 -0.4 -0.2 0.5
H 2.802 -0.499 -2.781 0.1 1.2 -2.2
H -1.830 1.812 -1.949 0.9 -1.6 0.6
H -3.254 -0.830 -1.216 -0.3 1.5 0.8
H 2.715 -0.158 2.085 -0.6 -0.7 1.8
H 2.242 1.469 1.361 1.3 -1.9 0.1
H 0.213 -2.112 0.211 -1.5 1.0 -0.4
H 4.046 -0.400 -0.003 2.1 -0.7 -0.4
H -0.878 0.102 -1.927 -0.6 1.5 0.2
H 2.004 -1.874 -2.074 -1.1 -2.0 -1.0
H -2.416 2.474 0.375 -0.8 3.0 -0.2
H 3.729 -1.500 -1.714 -0.6 -0.4 -0.6
H -0.492 -0.341 2.598 -0.2 -0.1 0.0
H -1.173 -2.727 0.793 -1.6 -0.9 1.6


No. 2
34
Properties=species:S:1:pos:R:3:forces:R:3 method="wB97M-V/def2-TZVPD" homo_lumo_gap_ev=9.9 homo_energy_ev=-12.67 largest_force_ev_per_a=5.318 molar_mass_g_mol=198.294 total_energy_ha=-628.43387 multiplicity=1 charge=+1
N 0.015 3.226 -0.856 -0.8 2.6 0.9
N 0.996 0.043 1.398 0.2 -0.7 -1.0
N -1.100 -1.127 -0.271 2.2 -1.3 -0.4
N -0.198 2.160 1.287 0.0 1.8 -0.5
N 0.475 1.060 -0.651 -0.6 -0.9 4.4
C 1.070 -0.013 0.121 -1.4 4.1 3.1
C 0.040 2.164 -0.022 1.0 0.5 -1.8
C 2.041 -0.660 -0.660 3.0 -3.2 -0.8
C -3.235 0.010 -0.462 -0.6 2.0 0.8
C 2.471 -2.098 -0.129 1.6 2.7 0.8
C 0.041 0.910 2.010 -0.4 -0.5 2.3
C 3.353 0.231 -0.896 -1.2 0.6 2.3
C -3.081 -2.308 0.421 -0.4 -0.6 -1.3
C -2.345 -1.133 -0.147 -1.3 -1.9 1.5
H -0.147 4.220 -0.481 0.2 -2.4 -1.1
H 2.897 -1.977 0.935 -0.3 -0.1 -1.8
H -2.543 -3.222 0.407 1.2 -0.7 0.0
H -0.597 -2.052 -0.011 -1.6 1.8 -0.4
H 1.685 -2.799 -0.011 -0.8 -0.7 -0.4
H -0.327 3.061 1.837 0.3 -1.7 -1.3
H 1.542 -0.792 -1.611 0.2 -0.4 -0.7
H 0.247 3.101 -1.860 -0.3 0.3 1.4
H 3.031 1.084 -1.506 0.5 -0.1 0.0
H 3.724 0.648 0.146 -0.7 -0.9 -2.1
H -3.305 -2.134 1.450 -0.9 0.3 0.6
H 0.657 0.990 -1.585 0.2 0.4 -2.8
H -4.345 -0.154 -0.376 1.2 -0.5 -0.7
H -0.953 0.337 2.080 1.3 0.8 0.3
H -2.876 0.373 -1.422 -0.6 0.4 -0.2
H 0.454 1.254 3.064 -1.1 -1.0 -2.0
H -3.923 -2.582 -0.231 -0.4 0.6 0.7
H -3.160 0.857 0.287 0.6 -0.8 -0.7
H 4.149 -0.336 -1.378 -0.2 0.1 0.0
H 3.247 -2.345 -0.878 -0.4 -0.7 0.8


No. 3
34
Properties=species:S:1:pos:R:3:forces:R:3 method="wB97M-V/def2-TZVPD" homo_lumo_gap_ev=8.8 homo_energy_ev=-8.02 largest_force_ev_per_a=3.673 molar_mass_g_mol=221.237 total_energy_ha=-976.74227 multiplicity=1 charge=0
P -0.137 0.589 -1.018 0.2 -0.8 -1.1
O 1.237 0.906 -1.504 -0.1 -0.7 0.2
O -0.784 2.026 -0.603 -0.7 -0.7 0.3
O -1.173 0.176 -2.222 0.3 0.1 0.4
N -1.203 -0.880 1.503 1.2 0.9 1.2
C 1.879 0.091 1.482 3.5 -1.2 0.4
C -1.160 0.064 2.663 -1.6 -2.3 0.4
C -0.643 -2.304 -0.341 -0.2 1.5 -1.0
C -1.141 0.895 -3.479 -1.5 -1.4 -1.6
C -0.125 1.126 2.689 -0.2 0.5 -2.5
C -0.239 -1.127 0.560 -0.3 0.8 -1.3
C 0.110 0.618 -4.311 0.0 -1.5 1.0
C 1.256 -1.204 0.907 -0.6 0.9 2.0
C 1.255 0.561 2.809 1.9 -1.6 1.3
H 1.693 -1.407 -0.029 1.0 -0.4 -1.0
H 1.533 -2.009 1.669 -0.9 0.6 -1.1
H -2.010 0.476 -4.162 1.3 0.7 1.8
H 0.170 -0.452 -4.593 -0.5 0.2 0.4
H -0.360 -3.194 0.242 -0.5 -0.1 -0.7
H -0.422 1.924 3.346 0.2 0.1 0.7
H -0.110 -2.153 -1.308 0.2 -0.8 0.8
H -0.236 2.236 0.152 0.2 1.0 0.3
H -0.116 1.062 -5.270 1.0 0.9 -0.2
H 3.096 -0.201 1.591 -3.2 0.7 0.3
H -1.067 -0.559 3.587 0.1 0.4 -0.4
H -2.070 -1.358 1.417 -0.5 -0.2 -0.3
H -1.375 1.954 -3.320 0.4 -0.2 0.1
H -1.704 -2.194 -0.718 0.9 -0.5 1.1
H 1.988 0.839 0.721 -0.5 0.6 -0.4
H -2.189 0.425 2.686 0.1 0.6 0.2
H 1.256 -0.384 3.411 -0.5 0.5 -0.2
H 1.032 0.718 -3.690 -0.5 1.0 -1.1
H -0.175 1.593 1.677 0.0 0.0 0.8
H 1.933 1.149 3.458 -0.2 0.3 -0.9


No. 4
31
Properties=species:S:1:pos:R:3:forces:R:3 method="wB97M-V/def2-TZVPD" homo_lumo_gap_ev=8.2 homo_energy_ev=-8.67 largest_force_ev_per_a=4.640 molar_mass_g_mol=190.207 total_energy_ha=-1037.48513 multiplicity=1 charge=0
P 0.532 -0.669 1.339 -0.2 -0.8 -1.0
P 1.499 -1.694 -0.128 1.1 0.8 -0.1
C 0.236 2.601 -0.606 0.4 -0.7 -1.5
C -0.777 3.040 0.355 2.1 -3.8 1.6
C -0.996 -1.771 1.218 0.5 -2.8 0.9
C 3.151 -0.752 -0.396 0.0 -2.6 -2.4
C -2.206 -0.542 -0.577 -1.7 -1.8 -2.5
C 1.405 3.210 -0.836 -1.1 -1.6 -0.7
C 3.337 0.433 0.437 1.3 2.0 1.5
C -2.855 -2.945 0.019 1.8 -0.8 -0.6
C -1.757 -1.971 -0.096 2.5 3.4 -1.4
H -3.480 -2.799 0.843 -1.4 0.7 0.9
H 3.973 -1.510 -0.413 -0.5 0.1 1.4
H 1.763 4.068 -0.275 0.1 -0.1 -0.4
H -2.608 -0.445 -1.661 0.8 -0.7 1.5
H 3.336 -0.648 -1.520 -1.2 0.8 1.0
H -0.985 -2.202 -0.906 -1.1 -0.5 1.1
H 1.899 2.667 -1.646 0.9 0.9 0.4
H 2.683 1.254 0.106 0.2 -0.3 0.0
H -1.676 3.175 -0.110 -2.4 1.4 -1.0
H -3.271 -2.979 -0.948 -1.4 -0.3 -0.9
H -0.013 1.658 -1.195 0.4 1.4 0.6
H -1.532 0.231 -0.497 2.4 1.2 0.1
H -2.994 -0.118 -0.047 -1.9 0.2 1.5
H 2.967 0.222 1.505 1.2 0.4 -1.3
H -0.969 2.088 0.967 0.2 1.4 -0.2
H -0.718 -2.853 1.622 -0.3 2.1 -0.7
H -0.252 3.746 0.939 -0.6 1.4 1.0
H -1.738 -1.450 1.923 -0.3 0.5 0.7
H -2.389 -3.890 0.213 0.2 -0.9 0.0
H 4.438 0.846 0.370 -2.1 -0.8 0.5